(1)
Entry from the OMol25 dataset: one molecule with the formula C6H9N (ωB97M-V with the def2-TZVPD basis set).

The geometry in ORCA input format:
```
! wB97M-V def2-TZVPD RIJCOSX def2/J DEFGRID3
* xyz 0 1
C -1.24314 1.49805 -0.37694
C 0.07250 0.84414 0.01768
C 0.17563 -0.65071 0.17442
C -0.93078 -1.57843 0.57723
C 1.45620 -0.96009 -0.10922
C 2.10531 0.27381 -0.54135
N 1.31830 1.29043 -0.60651
H -1.60425 1.21306 -1.36920
H -1.11788 2.58390 -0.34881
H -2.01560 1.23245 0.35760
H -0.55169 -2.59693 0.71149
H -1.71130 -1.61670 -0.19464
H -1.41858 -1.26884 1.50900
H 1.93229 -1.93173 -0.03204
H 3.16741 0.38095 -0.74994
H 0.36559 1.28663 0.98123
*
```

The energy is -288.74515 hartree. The energy above the lowest of the compared OMol25 structures with the same formula, charge and spin comes out at 1.004 eV. The value obtained for the HOMO-LUMO gap is 9.972 eV. Its structure (SMILES) is CC1=CC=N[C@H]1C. As for the HOMO energy: -9.128 eV. The value obtained for the max |F| is 0.88 eV/Å.

Mulliken atomic charge list, values in e, 8 entries: -1.265 0.773 0.394 -1.264 -0.391 -0.467 -0.628 0.313

(2)
Entry from the OMol25 dataset: an isolated ion of composition C8H8NO4 and charge -1 at a distorted geometry (ωB97M-V with the def2-TZVPD basis set).

The geometry in ORCA input format:
```
! wB97M-V def2-TZVPD RIJCOSX def2/J DEFGRID3
* xyz -1 1
C -1.21800 0.02942 0.30536
C 0.05279 0.07611 0.19604
C -2.04129 1.24137 0.35897
C -2.23834 -1.35357 0.00264
C 1.30335 -1.87819 1.22350
C 1.29937 -2.13322 -0.31683
C 1.23653 -0.71882 0.26580
C 0.70300 2.72120 -0.93686
N 0.07673 2.32903 0.30260
O -2.47422 -1.99418 0.99952
O -3.23329 1.43260 0.50461
O -2.43441 -1.50829 -1.18944
O -1.29698 2.36801 0.22474
H 0.46398 -2.12022 1.79124
H 2.19708 -1.85870 1.80317
H 2.23118 -2.51192 -0.84400
H 0.23827 -2.47313 -0.71926
H 2.11095 -0.08961 -0.14895
H 1.04721 3.81700 -0.97060
H 1.68292 2.19860 -0.92233
H 0.29316 2.42652 -1.92994
*
```

The energy is -665.22033 hartree. The energy above the lowest of the compared OMol25 structures with the same formula, charge and spin comes out at 3.422 eV. The value obtained for the HOMO-LUMO gap (alpha / beta) is 7.733 / 7.732 eV. As for the HOMO energy (alpha / beta): -4.453 / -4.452 eV. The value obtained for the max |F| is 3.04 eV/Å.

Mulliken atomic charge list, values in e, 8 entries: 0.631 0.090 0.240 0.500 -0.701 -0.494 -0.007 -0.692

(3)
Entry from the OMol25 dataset: one molecule with the formula C3H6N2O (ωB97M-V with the def2-TZVPD basis set).

The geometry in ORCA input format:
```
! wB97M-V def2-TZVPD RIJCOSX def2/J DEFGRID3
* xyz 0 1
C 1.44615 -0.63218 0.38984
N 0.26004 0.04042 -0.10896
C -0.91687 -0.55891 -0.49046
N -1.97462 0.14047 -0.32456
C -0.07053 1.40499 0.16338
O 0.03967 1.93744 1.23326
H 2.35712 -0.17158 -0.01367
H 1.43289 -1.67223 0.04871
H 1.50767 -0.61269 1.48368
H -0.82764 -1.55955 -0.91991
H -2.85156 -0.20467 -0.69760
H -0.40232 1.88849 -0.76371
*
```

The energy is -302.63142 hartree. The energy above the lowest of the compared OMol25 structures with the same formula, charge and spin comes out at 1.678 eV. The value obtained for the HOMO-LUMO gap is 10.289 eV. Its structure (SMILES) is [H]/N=C/N(C)C=O. As for the HOMO energy: -9.444 eV. The value obtained for the max |F| is 0.87 eV/Å.

Mulliken atomic charge list, values in e, 8 entries: -0.756 0.056 -0.086 -0.584 0.089 -0.504 0.264 0.281

(4)
Entry from the OMol25 dataset: C19H44F6NNiO23S8 as an isolated structure at a distorted geometry (ωB97M-V with the def2-TZVPD basis set).

The geometry in ORCA input format:
```
! wB97M-V def2-TZVPD RIJCOSX def2/J DEFGRID3
* xyz 1 3
Ni 1.81957 0.55970 -1.78140
C -0.05513 -1.92227 1.16898
F -0.92389 -2.24373 2.14194
F 1.23063 -1.73730 1.71599
F -0.05378 -2.94065 0.26807
S -0.67157 -0.29165 0.31346
O -1.25159 -0.68385 -1.01332
O -1.65154 0.26765 1.25495
N 0.88673 0.61067 -0.05669
S 1.23766 1.38723 1.32191
O 1.13455 0.65797 2.60411
O 2.51011 1.99285 1.16844
C -0.15392 2.77617 1.53154
F 0.49215 3.91123 1.76870
F -0.92998 2.96318 0.43316
F -0.93789 2.44657 2.57327
O -5.40525 0.54640 1.88411
S -5.61938 -0.82904 2.33460
O -6.89554 -1.13068 2.96582
O -5.25826 -2.00700 1.20633
C -4.18449 -1.79977 0.24490
C -3.42746 -3.17987 0.01321
C -4.19961 -1.20270 3.43882
H -3.65742 -0.89631 0.55161
H -4.59569 -1.67033 -0.75623
H -4.15519 -3.96138 -0.20533
H -2.81116 -3.50016 0.85326
H -2.84079 -3.14060 -0.90459
H -4.47893 -0.71538 4.37294
H -3.29389 -0.81788 2.97011
H -4.05117 -2.25929 3.66169
O -1.84217 3.02662 -4.30359
S -1.75812 1.90544 -3.39714
O -0.45424 1.40273 -2.94833
O -2.84635 2.01373 -2.07224
C -3.90455 3.00875 -2.21779
C -4.41263 3.07622 -0.77976
C -2.57072 0.43734 -4.25314
H -4.63361 2.68549 -2.96081
H -3.56184 4.01899 -2.44156
H -3.56876 3.22481 -0.10602
H -5.06241 2.26763 -0.44501
H -5.11212 3.91135 -0.74278
H -3.62584 0.70220 -4.32148
H -2.40317 -0.39619 -3.57104
H -2.04658 0.44606 -5.20880
O 1.53993 2.79598 -1.58080
S 2.00638 4.19805 -1.59283
O 2.94951 4.70034 -0.60696
O 2.63199 4.42367 -3.10246
C 3.49745 5.53032 -3.29530
C 3.96971 5.39997 -4.72280
C 0.63969 5.35677 -1.70820
H 4.36170 5.47362 -2.63353
H 3.07542 6.52110 -3.12696
H 3.13373 5.27956 -5.41181
H 4.40805 4.42983 -4.95684
H 4.62970 6.19620 -5.06708
H -0.03721 5.10501 -2.52460
H 1.03630 6.36776 -1.80145
H -0.04740 5.30941 -0.86335
O 1.48065 -1.51048 -2.07381
S 1.43373 -2.67229 -2.99718
O 2.15294 -2.74033 -4.28374
O 1.91939 -3.96402 -2.05199
C 2.09245 -5.20202 -2.73647
C 2.13545 -6.29340 -1.61768
C -0.29955 -3.24625 -3.26789
H 3.07284 -5.16031 -3.21102
H 1.33660 -5.25928 -3.51975
H 3.10271 -6.38411 -1.12345
H 2.07186 -7.25205 -2.13251
H 1.30775 -6.12355 -0.92908
H -0.69929 -3.54166 -2.29781
H -0.36330 -4.14393 -3.88287
H -0.92106 -2.43179 -3.64002
O 3.71610 -0.03944 -1.03299
S 4.69868 -0.58080 -0.15291
O 6.05620 -0.08879 0.01573
O 3.94358 -0.56006 1.32258
C 4.75678 -1.02692 2.39126
C 3.86989 -1.52565 3.55070
C 4.76069 -2.38030 -0.56523
H 5.33963 -0.21397 2.82427
H 5.50638 -1.71663 2.00331
H 3.07553 -0.82507 3.80814
H 4.47145 -1.74178 4.43361
H 3.34504 -2.38385 3.13105
H 3.79379 -2.84236 -0.76451
H 5.16349 -2.93954 0.27921
H 5.48582 -2.46977 -1.37411
C -1.62799 0.65449 6.55246
C -1.38704 0.51968 5.06235
O -1.84405 -0.74652 4.89997
S -1.27245 -1.78249 5.99716
O 0.11078 -2.16278 5.68582
O -2.23212 -2.82868 6.21602
O -1.34706 -0.65966 7.16176
H -2.64552 0.96236 6.79317
H -0.96125 1.40465 6.97769
H -0.36843 0.63832 4.69295
H -2.03080 1.25250 4.57588
*
```

The energy is -7828.14285 hartree. The value obtained for the HOMO-LUMO gap (alpha / beta) is 9.185 / 7.345 eV. As for the HOMO energy (alpha / beta): -12.540 / -12.540 eV. The value obtained for the max |F| is 4.72 eV/Å.

Mulliken atomic charge list, values in e, 8 entries: 1.139 0.255 -0.099 -0.048 -0.130 -0.981 -0.059 -0.114

(5)
Entry from the OMol25 dataset: one molecule with the formula C4H5NO at a distorted geometry (ωB97M-V with the def2-TZVPD basis set).

The geometry in ORCA input format:
```
! wB97M-V def2-TZVPD RIJCOSX def2/J DEFGRID3
* xyz 0 1
C 0.59082 -1.02989 -0.94333
N 1.05515 0.17893 -0.27685
C 0.46766 0.75956 0.81865
O 1.00061 1.61786 1.50190
C -0.96663 0.44058 0.99834
C -2.16907 0.59532 0.97296
H 1.16903 -1.17676 -1.85075
H -0.46708 -0.99971 -1.19447
H 0.73943 -1.89238 -0.29731
H 1.81886 0.74093 -0.70417
H -3.23879 0.76554 0.97503
*
```

The energy is -285.33991 hartree. The energy above the lowest of the compared OMol25 structures with the same formula, charge and spin comes out at 2.032 eV. The value obtained for the HOMO-LUMO gap is 10.615 eV. Its structure (SMILES) is C#CC(=O)NC. As for the HOMO energy: -9.848 eV. The value obtained for the max |F| is 1.47 eV/Å.

Mulliken atomic charge list, values in e, 8 entries: -0.776 -0.171 0.346 -0.567 -0.247 -0.108 0.299 0.286

(6)
Entry from the OMol25 dataset: C29H47BCoN8O5S6Si as an isolated structure at a distorted geometry (ωB97M-V with the def2-TZVPD basis set).

The geometry in ORCA input format:
```
! wB97M-V def2-TZVPD RIJCOSX def2/J DEFGRID3
* xyz -2 2
Co -0.01410 0.18840 -0.10040
C -0.47240 -3.03370 2.80880
C 0.26030 -2.40090 1.80060
N -0.35540 -1.29480 1.42650
N -1.46220 -1.18060 2.15830
C -1.56730 -2.21820 2.99960
B -2.40620 0.00800 1.99030
N -1.56830 1.28000 2.18790
C -1.74590 2.25310 3.09290
C -0.71270 3.15470 2.96260
C 0.06470 2.63830 1.92490
N -0.46650 1.51370 1.48390
N -2.92510 -0.02620 0.55320
C -4.19020 0.01670 0.11220
C -4.16920 -0.04610 -1.26330
C -2.81370 -0.12920 -1.58050
N -2.08860 -0.11870 -0.47730
H -0.24720 -3.95510 3.30660
H 1.18360 -2.69330 1.34480
H -2.40140 -2.29640 3.67090
H -3.30000 -0.02240 2.77790
H -2.58050 2.23380 3.76560
H -0.55720 4.05380 3.52750
H 0.96750 3.03170 1.49960
H -5.01390 0.07780 0.79810
H -5.00680 -0.04660 -1.93070
H -2.34990 -0.21480 -2.54290
C 2.04920 0.64430 -3.92070
C 1.21200 0.72260 -2.67550
N 1.31740 -0.09670 -1.68630
O 2.32970 -1.04490 -1.76030
C 0.23930 1.76300 -2.53200
C -0.04470 2.72060 -3.66120
N -0.35150 1.84590 -1.36810
O -1.22130 2.73810 -1.11750
H 2.69910 -0.22510 -3.87410
H 2.65910 1.54280 -4.02980
H 1.40120 0.55820 -4.79240
H 2.49510 -1.23480 -0.81670
H 0.86610 3.21970 -3.99440
H -0.74770 3.47070 -3.30450
H -0.47980 2.19600 -4.51310
C 1.74400 -3.40580 -3.88290
S 0.40490 -2.55350 -4.77090
C -1.00870 -3.28400 -4.02810
C -1.29310 -3.32500 -2.69690
S -0.32540 -2.89810 -1.40390
S -2.89930 -4.07160 -2.35290
C -3.36820 -4.42760 -3.99060
S -4.80330 -5.13380 -4.40740
S -2.16970 -3.97000 -5.16190
H 2.63760 -3.30840 -4.49060
H 1.47010 -4.44920 -3.76040
H 1.87420 -2.92890 -2.91630
C 6.60580 -1.47660 1.08690
C 5.62750 -1.71730 2.24480
C 6.35160 -2.32860 3.45530
C 4.52380 -2.67070 1.79120
O 5.13080 -0.46280 2.63600
Si 3.56200 0.01310 2.85760
S 2.63240 0.05400 1.01740
O 3.68070 1.46710 3.62350
C 4.39580 2.60950 3.23310
C 3.81090 3.78740 4.02710
C 5.87530 2.40530 3.58540
C 4.27060 2.88470 1.73490
O 2.99070 -1.04110 3.97910
C 2.37050 -0.87660 5.22200
C 3.33180 -0.17900 6.19470
C 2.04190 -2.29030 5.72560
C 1.09080 -0.05360 5.06620
H 7.07110 -2.40770 0.77240
H 7.37910 -0.77620 1.39220
H 6.05690 -1.04940 0.25290
H 6.77890 -3.29570 3.19710
H 5.63590 -2.45420 4.26380
H 7.14590 -1.66790 3.79520
H 4.92950 -3.65290 1.55430
H 4.03270 -2.26010 0.91450
H 3.77900 -2.75650 2.57660
H 3.91380 3.60560 5.09500
H 2.75380 3.89370 3.79690
H 4.32940 4.70820 3.76830
H 5.98740 2.26380 4.65820
H 6.47300 3.25800 3.26890
H 6.21840 1.50530 3.08410
H 3.22520 2.96190 1.45500
H 4.69250 2.05460 1.17720
H 4.78540 3.80590 1.46700
H 4.24720 -0.75920 6.28590
H 2.88200 -0.06110 7.17970
H 3.58730 0.79390 5.78760
H 2.95840 -2.87160 5.80540
H 1.38490 -2.78040 5.01260
H 1.55590 -2.25300 6.69880
H 1.34730 0.92680 4.67470
H 0.56920 0.05430 6.01660
H 0.43330 -0.53900 4.35100
*
```

The energy is -6034.02127 hartree. The energy above the lowest of the compared OMol25 structures with the same formula, charge and spin comes out at 0.797 eV. The value obtained for the HOMO-LUMO gap (alpha / beta) is 5.795 / 5.785 eV. As for the HOMO energy (alpha / beta): -1.704 / -1.694 eV. The value obtained for the max |F| is 1.59 eV/Å.

Mulliken atomic charge list, values in e, 8 entries: -0.526 -1.705 -0.672 1.208 0.299 -0.373 -0.247 0.441